# 1
Below is a molecular structure, C21H63AlO11 at a distorted geometry, with properties calculated with ωB97M-V/def2-TZVPD.

XYZ file:
```
96
Properties=species:S:1:pos:R:3:mulliken_charge:R:1
Al 1.019 2.658 -2.071 1.130
C -0.229 0.637 0.999 0.627
O -0.354 1.035 -0.269 0.341
H 0.697 0.035 1.106 -0.307
H -0.282 1.422 1.755 0.213
H -1.062 -0.104 1.181 -0.395
C -3.228 -1.918 -3.414 -1.527
C -2.880 -0.785 -2.497 0.212
O -1.693 -1.166 -1.716 -0.001
H -3.676 -2.744 -2.864 0.366
H -2.363 -2.287 -3.966 0.257
H -3.948 -1.581 -4.161 0.441
H -3.703 -0.535 -1.828 0.195
H -2.649 0.114 -3.086 0.152
H -1.503 -0.452 -1.080 -0.008
C -4.053 -0.285 1.261 -0.888
C -3.725 1.188 1.196 -0.349
O -3.050 1.561 -0.044 -0.611
H -4.580 -0.458 2.203 0.448
H -3.192 -0.961 1.279 0.087
H -4.707 -0.549 0.432 0.295
H -3.061 1.480 2.023 0.245
H -4.636 1.775 1.262 0.509
H -2.203 1.086 -0.085 -0.531
C 3.797 -3.019 1.484 -0.456
C 3.912 -3.391 2.909 -0.440
O 5.246 -3.709 3.192 -0.525
H 2.774 -2.657 1.286 -0.026
H 3.879 -3.880 0.814 0.364
H 4.501 -2.253 1.164 0.245
H 3.263 -4.234 3.175 0.279
H 3.543 -2.574 3.549 0.251
H 5.369 -3.698 4.147 0.310
C -1.215 -3.460 0.679 -0.581
C -0.230 -4.015 -0.374 -0.103
O -0.696 -3.780 -1.686 -0.555
H -0.845 -3.791 1.649 0.374
H -2.205 -3.845 0.440 0.349
H -1.252 -2.371 0.599 -0.148
H -0.043 -5.073 -0.216 0.464
H 0.730 -3.464 -0.253 -0.029
H -1.049 -2.866 -1.706 0.318
C 3.195 -2.185 -2.169 -1.045
C 3.190 -0.852 -1.433 0.666
O 3.136 0.292 -2.332 -0.448
H 4.010 -2.263 -2.891 0.430
H 2.256 -2.319 -2.715 0.174
H 3.271 -3.008 -1.455 0.207
H 4.077 -0.772 -0.783 0.300
H 2.336 -0.801 -0.744 -0.482
H 3.907 0.189 -2.907 0.300
C 3.145 2.269 2.590 -1.027
C 3.449 1.519 1.316 0.106
O 2.985 2.257 0.151 -0.341
H 3.606 1.761 3.436 0.402
H 2.064 2.323 2.740 0.098
H 3.539 3.283 2.537 0.327
H 2.988 0.538 1.265 -0.167
H 4.533 1.423 1.214 0.470
H 3.659 2.892 -0.111 0.239
C -3.570 4.895 -1.627 -0.985
C -2.607 4.093 -2.463 -0.287
O -1.712 3.332 -1.614 -0.135
H -3.073 5.630 -0.994 0.148
H -4.230 4.279 -1.020 0.253
H -4.205 5.492 -2.292 0.422
H -2.022 4.702 -3.145 0.391
H -3.189 3.388 -3.072 0.296
H -2.248 2.685 -1.084 0.257
C 1.514 -0.041 -5.183 -1.113
C 0.272 -0.452 -4.461 -0.107
O 0.249 0.066 -3.128 -0.237
H 1.580 1.055 -5.257 0.227
H 1.515 -0.426 -6.200 0.417
H 2.432 -0.352 -4.687 0.136
H 0.218 -1.550 -4.386 0.329
H -0.609 -0.099 -5.014 0.336
H -0.406 -0.486 -2.613 0.216
C -0.903 -1.707 3.918 -0.277
C -0.363 -2.719 4.922 -0.500
O -0.588 -4.019 4.400 -0.492
H -1.989 -1.742 3.914 0.300
H -0.426 -1.898 2.949 -0.356
H -0.571 -0.699 4.194 0.401
H -0.843 -2.540 5.896 0.342
H 0.702 -2.552 5.117 0.285
H -0.267 -4.664 5.041 0.303
C -1.072 5.411 1.567 -1.284
C -0.433 4.071 1.256 0.598
O 0.576 4.225 0.222 -0.308
H -1.771 5.345 2.408 0.364
H -1.594 5.831 0.713 0.240
H -0.319 6.130 1.903 0.412
H -1.201 3.389 0.894 -0.210
H 0.042 3.641 2.142 0.147
H 1.349 4.649 0.612 0.269
```

As for the total energy: -51895.3001 eV. The multiplicity is 1. The calculation puts the highest occupied orbital energy at -0.5117 hartree. The calculation puts the LUMO energy at -11.848 eV. As for the charge: +2. The molar mass is 518.706 g/mol.


# 2
Below is a molecular structure, C23H33FeN6S at a distorted geometry, with properties calculated with ωB97M-V/def2-TZVPD.

XYZ file:
```
64
Properties=species:S:1:pos:R:3:mulliken_charge:R:1
Fe 0.056 0.157 -0.302 0.576
C -2.372 1.691 -2.018 -0.772
C -1.095 1.878 -2.834 -1.143
N -0.223 0.704 -2.733 -0.089
C -0.678 -0.459 -3.502 -1.648
C -1.240 -1.580 -2.651 0.800
C -1.483 -2.825 -3.215 -1.163
C -2.034 -3.821 -2.422 -0.618
C -2.323 -3.541 -1.094 -1.050
C -2.050 -2.269 -0.607 0.545
C -2.407 -1.917 0.822 -1.742
N -1.782 -0.681 1.302 -0.018
C -2.724 0.427 1.492 -1.089
C -3.196 0.985 0.154 -0.815
N -2.057 1.471 -0.613 -0.035
N -1.510 -1.320 -1.371 1.037
H -2.899 0.806 -2.380 0.355
H -3.025 2.565 -2.165 0.523
H -0.547 2.739 -2.443 0.457
H -1.373 2.088 -3.878 0.447
H 0.696 0.974 -3.070 0.340
H 0.157 -0.870 -4.078 0.577
H -1.452 -0.162 -4.225 0.447
H -1.255 -3.017 -4.252 0.559
H -2.246 -4.796 -2.832 0.454
H -2.761 -4.291 -0.454 0.547
H -2.112 -2.758 1.458 0.546
H -3.501 -1.837 0.881 0.404
H -1.351 -0.873 2.202 0.361
H -2.205 1.218 2.039 0.480
H -3.599 0.120 2.083 0.386
H -3.947 1.770 0.331 0.497
H -3.673 0.192 -0.425 0.379
H -1.709 2.335 -0.198 0.342
S 4.004 -2.558 -1.038 -0.098
C 2.680 -3.561 -0.607 -0.307
C 1.526 -2.846 -0.604 -0.824
N 1.664 -1.532 -0.929 0.541
C 2.905 -1.247 -1.186 -0.541
H 2.824 -4.599 -0.384 0.455
H 0.550 -3.232 -0.374 0.292
H 3.240 -0.266 -1.462 0.382
C 2.898 0.313 4.118 -0.941
N 1.691 0.017 3.378 0.072
C 1.974 -0.827 2.244 -0.537
C 0.878 1.186 3.079 -1.147
C 1.392 2.115 1.996 2.151
C 2.055 3.284 2.359 -0.659
C 2.510 4.166 1.395 -0.706
C 2.341 3.861 0.057 -0.912
C 1.691 2.690 -0.307 0.532
C 1.185 1.815 0.650 -1.012
H 3.351 -0.624 4.443 0.322
H 2.643 0.895 5.000 0.324
H 3.634 0.868 3.522 0.327
H 2.376 -1.776 2.603 0.573
H 2.710 -0.380 1.558 0.342
H 1.048 -1.022 1.686 -0.401
H 0.766 1.745 4.010 0.756
H -0.109 0.819 2.774 -0.534
H 2.194 3.515 3.405 0.443
H 2.999 5.085 1.685 0.389
H 2.710 4.530 -0.707 0.461
H 1.588 2.461 -1.366 0.377
```

Its expectation value of S² is 6.01. As for the total energy: -78544.4097 eV. The multiplicity is 5. The calculation puts the highest occupied orbital energy (alpha / beta) at -0.3755 / -0.3787 hartree. The calculation puts the LUMO energy (alpha / beta) at -2.253 / -2.304 eV. As for the charge: +1. The molar mass is 481.471 g/mol.


# 3
Below is 11 unconnected molecules or ions with the total composition C74H171N10O8 at a distorted geometry, with properties calculated with ωB97M-V/def2-TZVPD.

XYZ file:
```
263
Properties=species:S:1:pos:R:3:mulliken_charge:R:1
C 3.377 -1.795 6.600 -1.116
C 2.267 -1.569 5.666 0.438
O 1.108 -1.357 5.970 -0.325
N 2.813 -0.987 4.405 0.161
H 3.366 -0.148 4.509 0.429
H 3.459 -1.655 4.009 0.466
C 1.824 -0.749 3.241 0.726
H 3.188 -2.561 7.353 0.412
H 3.605 -0.859 7.110 0.342
H 4.206 -2.228 6.042 0.415
H 0.845 -0.426 3.595 -0.331
H 1.720 -1.679 2.684 -0.123
H 2.278 -0.040 2.548 -0.445
C -3.936 3.739 -3.672 -1.441
C -2.795 3.015 -3.063 0.282
O -2.253 2.037 -3.577 -0.228
N -2.339 3.623 -1.712 0.127
H -2.203 4.582 -1.996 0.506
H -3.056 3.549 -1.004 0.449
C -1.056 2.914 -1.228 -0.234
H -4.891 3.612 -3.163 0.424
H -4.080 3.411 -4.701 0.390
H -3.731 4.809 -3.657 0.529
H -1.387 1.950 -0.843 0.108
H -0.684 3.531 -0.410 0.074
H -0.249 2.882 -1.961 -0.132
C -2.103 2.045 8.144 -1.051
C -3.020 3.058 7.349 -0.425
C -2.692 3.025 5.834 0.377
C -1.211 3.444 5.519 -1.136
N -1.023 3.899 3.995 0.530
C 0.406 4.340 3.656 -0.913
C 0.199 5.285 2.397 0.502
C -1.232 5.802 2.425 -0.943
C -1.855 5.129 3.627 -0.555
C -1.484 2.652 3.156 -1.055
H -2.284 1.084 7.663 0.135
H -2.511 1.920 9.147 0.465
H -1.080 2.420 8.171 0.326
H -2.966 4.085 7.711 0.436
H -4.074 2.794 7.437 0.103
H -3.454 3.470 5.194 0.453
H -2.843 2.001 5.493 -0.594
H -0.488 2.636 5.639 0.607
H -0.786 4.196 6.183 0.470
H 1.016 3.452 3.490 0.384
H 0.648 5.025 4.470 0.572
H 0.300 4.607 1.550 -0.934
H 0.963 6.054 2.287 0.916
H -1.692 5.516 1.478 0.217
H -1.165 6.890 2.415 0.362
H -2.889 4.819 3.477 0.373
H -1.786 5.736 4.530 0.547
H -1.375 2.960 2.117 0.291
H -2.552 2.515 3.325 0.463
H -0.980 1.711 3.379 0.077
C 3.991 1.794 -4.231 -1.714
C 2.535 1.938 -4.574 1.294
C 2.144 3.347 -5.198 -0.684
C 0.641 3.601 -5.462 0.366
N 0.455 5.041 -6.023 0.386
C 1.250 6.169 -5.278 -0.585
C 0.486 7.413 -5.587 -0.747
C -0.980 7.031 -5.777 -0.687
C -0.990 5.510 -5.897 0.180
C 0.886 5.024 -7.547 -0.829
H 4.245 2.704 -3.687 0.342
H 4.645 1.782 -5.104 0.444
H 4.193 0.987 -3.528 0.313
H 1.966 1.704 -3.673 -0.438
H 2.467 1.142 -5.315 -0.245
H 2.740 3.557 -6.086 0.432
H 2.541 4.035 -4.452 0.329
H 0.146 3.562 -4.492 -0.888
H 0.183 2.775 -6.007 0.401
H 2.321 6.114 -5.474 0.503
H 1.096 5.942 -4.223 0.252
H 0.845 8.014 -6.422 0.329
H 0.550 8.121 -4.760 0.402
H -1.453 7.508 -6.636 0.384
H -1.510 7.276 -4.857 0.293
H -1.724 5.201 -6.641 0.565
H -1.332 5.084 -4.953 -0.545
H 1.944 5.236 -7.709 0.387
H 0.336 5.794 -8.087 0.418
H 0.717 4.048 -8.001 0.345
C -0.672 -4.695 -1.735 -1.080
C 0.625 -5.200 -2.260 -0.782
C 1.697 -5.650 -1.298 -0.636
C 2.395 -4.504 -0.623 0.553
N 3.969 -4.523 -0.614 0.204
C 4.550 -3.183 0.000 0.122
C 5.191 -2.466 -1.117 -0.754
C 4.591 -2.976 -2.425 0.371
C 4.526 -4.444 -2.101 -0.750
C 4.566 -5.735 0.146 -0.961
H -1.113 -5.399 -1.028 0.386
H -1.283 -4.539 -2.624 0.837
H -0.529 -3.761 -1.192 -0.228
H 1.000 -4.337 -2.810 -0.154
H 0.455 -5.934 -3.047 0.728
H 2.431 -6.216 -1.872 0.765
H 1.255 -6.417 -0.661 0.231
H 2.106 -4.255 0.398 0.077
H 2.159 -3.581 -1.152 -1.027
H 5.265 -3.403 0.793 0.554
H 3.739 -2.641 0.485 -0.411
H 6.261 -2.662 -1.035 0.433
H 5.031 -1.403 -0.938 0.213
H 5.254 -2.931 -3.289 0.612
H 3.595 -2.643 -2.714 -0.553
H 5.490 -4.940 -1.990 0.598
H 3.930 -4.991 -2.831 0.335
H 4.283 -5.522 1.177 0.366
H 5.617 -5.993 0.016 0.425
H 4.108 -6.655 -0.217 0.366
C 0.570 -1.649 -11.861 -1.279
C 0.572 -2.704 -10.665 -0.455
C 0.638 -1.868 -9.391 -0.572
C 0.618 -2.826 -8.159 -0.943
N 1.040 -2.263 -6.802 0.365
C 0.553 -3.268 -5.761 -1.270
C 0.378 -2.506 -4.455 1.738
C 0.025 -1.034 -4.843 1.344
C 0.213 -0.952 -6.388 -1.259
C 2.532 -1.871 -6.660 -0.812
H 0.527 -2.142 -12.832 0.401
H 1.510 -1.098 -11.870 0.346
H -0.286 -0.979 -11.775 0.344
H 1.444 -3.345 -10.800 0.379
H -0.304 -3.343 -10.556 0.374
H -0.137 -1.101 -9.384 0.441
H 1.558 -1.283 -9.413 0.344
H 1.301 -3.665 -8.293 0.336
H -0.377 -3.236 -7.982 0.427
H 1.158 -4.173 -5.715 0.618
H -0.423 -3.661 -6.044 0.426
H 1.254 -2.375 -3.820 -0.740
H -0.439 -2.823 -3.805 -0.465
H 0.487 -0.248 -4.246 -0.236
H -1.047 -0.844 -4.809 -0.920
H 0.623 0.003 -6.718 0.652
H -0.714 -0.957 -6.961 0.430
H 3.067 -2.713 -7.100 0.332
H 2.787 -1.548 -5.651 0.198
H 2.531 -0.999 -7.314 0.428
C 8.744 6.522 3.402 -1.427
C 7.219 6.248 3.366 -0.754
C 6.786 5.404 2.130 -0.436
C 5.241 5.411 2.073 -0.826
N 4.692 4.464 1.002 0.468
C 3.205 4.616 0.884 -0.896
C 2.703 3.200 0.409 1.167
C 3.832 2.248 0.617 0.312
C 4.942 2.962 1.318 -1.179
C 5.399 4.766 -0.364 -0.955
H 9.058 6.660 4.437 0.426
H 8.989 7.462 2.907 0.370
H 9.437 5.710 3.179 0.367
H 6.718 7.138 3.749 0.457
H 7.032 5.547 4.179 0.347
H 7.112 4.366 2.197 0.370
H 7.225 5.933 1.284 0.346
H 4.880 6.424 1.895 0.494
H 4.928 5.046 3.051 0.347
H 2.868 5.383 0.186 0.423
H 2.939 4.864 1.911 0.179
H 2.477 3.340 -0.648 0.027
H 1.770 2.873 0.867 -0.586
H 4.152 1.952 -0.382 0.233
H 3.501 1.320 1.082 -0.364
H 5.948 2.752 0.956 0.538
H 4.878 2.854 2.400 0.302
H 6.395 4.326 -0.419 0.376
H 5.581 5.822 -0.565 0.387
H 4.829 4.200 -1.101 0.351
C -4.954 -6.347 1.921 -1.674
C -4.196 -5.159 2.368 -0.093
C -2.660 -5.217 2.061 1.906
C -1.930 -6.142 3.017 -1.299
N -0.363 -5.974 3.135 0.408
C 0.369 -6.230 1.820 -0.259
C 1.760 -6.794 2.164 0.065
C 1.659 -7.372 3.570 -1.011
C 0.256 -7.034 4.015 -0.494
C 0.050 -4.540 3.645 -0.534
H -5.987 -6.165 2.218 0.472
H -4.635 -7.272 2.399 0.370
H -4.912 -6.557 0.852 0.395
H -4.396 -5.092 3.437 0.320
H -4.589 -4.238 1.938 -0.227
H -2.201 -4.241 2.225 -0.720
H -2.622 -5.550 1.024 -0.108
H -2.178 -7.169 2.748 0.468
H -2.213 -5.967 4.054 0.322
H 0.270 -5.363 1.168 -0.405
H -0.271 -7.007 1.400 0.480
H 2.495 -6.001 2.307 -0.266
H 2.108 -7.556 1.466 0.797
H 2.477 -7.068 4.224 0.347
H 1.627 -8.461 3.565 0.292
H 0.181 -6.702 5.050 0.407
H -0.388 -7.905 3.892 0.482
H 1.096 -4.761 3.855 0.646
H -0.388 -4.259 4.602 0.321
H -0.149 -3.868 2.809 -0.434
C -7.037 -1.793 2.098 -1.206
O -5.751 -1.379 1.839 0.476
C -5.590 -0.567 0.640 -1.638
C -4.165 -0.015 0.497 0.382
N -3.140 -1.172 0.552 2.827
H -2.208 -0.831 0.366 -1.450
H -3.071 -1.336 1.547 -1.153
C -3.399 -2.453 -0.286 0.145
C -3.309 -2.307 -1.841 -0.219
O -4.157 -1.180 -2.038 -0.276
C -4.126 -0.717 -3.394 -0.238
H -7.060 -2.605 2.824 0.280
H -7.424 -2.345 1.242 0.482
H -7.723 -0.977 2.326 0.375
H -6.228 0.311 0.537 0.640
H -6.005 -1.166 -0.170 0.462
H -3.948 0.826 1.156 0.651
H -3.994 0.469 -0.464 -0.166
H -4.379 -2.768 0.073 0.577
H -2.714 -3.219 0.078 -0.606
H -3.631 -3.200 -2.377 0.642
H -2.240 -2.151 -1.985 -0.284
H -3.135 -0.710 -3.849 -0.203
H -4.439 0.316 -3.242 0.264
H -4.794 -1.296 -4.032 0.325
C -1.819 -1.139 3.997 -0.783
O -3.157 -1.249 4.183 1.050
C -3.591 -2.004 5.318 -0.516
C -5.092 -2.227 5.237 -0.307
N -5.911 -0.989 5.640 -0.066
H -6.849 -1.358 5.581 0.483
H -5.875 -0.749 6.620 0.487
C -5.637 0.352 4.948 1.056
C -6.365 1.466 5.669 -0.676
O -6.091 1.406 7.022 -0.456
C -7.049 2.167 7.736 -0.845
H -1.323 -0.660 4.842 0.569
H -1.677 -0.503 3.123 -0.197
H -1.242 -1.999 3.658 -0.462
H -3.311 -1.506 6.246 0.127
H -2.981 -2.906 5.372 0.415
H -5.388 -2.971 5.977 0.541
H -5.400 -2.537 4.238 -0.395
H -5.883 0.322 3.886 -0.162
H -4.556 0.486 4.956 -0.808
H -7.422 1.404 5.408 0.613
H -6.003 2.430 5.311 0.295
H -8.108 1.911 7.685 0.436
H -6.904 3.234 7.567 0.337
H -6.807 1.946 8.775 0.280
C 1.070 -0.515 -0.720 0.970
C 0.034 -0.715 0.383 0.124
O -0.231 -1.873 0.764 -0.044
O -0.414 0.309 0.920 -0.103
H 0.797 0.141 -1.547 -0.371
H 1.148 -1.467 -1.246 -1.053
H 2.047 -0.300 -0.288 -0.186
```

As for the total energy: -110674.6585 eV. The multiplicity is 1. The calculation puts the highest occupied orbital energy at -0.8818 hartree. The calculation puts the LUMO energy at -17.153 eV. As for the charge: +9. The molar mass is 1329.244 g/mol.


# 4
Below is a molecular structure, C2H3AgFO2 at a distorted geometry, with properties calculated with ωB97M-V/def2-TZVPD.

XYZ file:
```
9
Properties=species:S:1:pos:R:3:mulliken_charge:R:1
H -2.798 -2.132 -0.080 0.020
O 2.473 0.295 0.031 -0.481
C 1.309 0.488 0.013 0.373
C 0.150 -0.490 0.018 -0.002
O -1.094 0.074 0.005 -0.837
Ag -1.574 2.245 0.079 0.562
F 0.864 1.798 -0.091 -0.170
H 0.341 -1.145 0.893 0.272
H 0.328 -1.132 -0.869 0.263
```

For the energy above the lowest of the compared OMol25 structures with the same formula, charge and spin, the calculation gives 20.5 kcal per mole. Its expectation value of S² is 0.75. As for the total energy: -12929.4766 eV. The multiplicity is 2. The calculation puts the highest occupied orbital energy (alpha / beta) at -0.3185 / -0.3181 hartree. The calculation puts the LUMO energy (alpha / beta) at -1.649 / -1.662 eV. As for the charge: 0. The molar mass is 185.910 g/mol.


# 5
Below is C6H7N in the gas phase at a distorted geometry, with properties calculated with ωB97M-V/def2-TZVPD.

XYZ file:
```
14
Properties=species:S:1:pos:R:3:mulliken_charge:R:1
C 2.248 -0.138 0.045 -1.058
C 0.717 -0.107 0.044 0.749
C -0.040 1.042 0.034 -0.487
C -1.435 0.984 -0.026 -0.127
C -2.070 -0.252 0.068 -0.688
C -1.171 -1.310 0.028 -0.057
H 2.619 -1.167 -0.096 0.293
H 2.710 0.498 -0.744 0.279
H 2.630 0.425 0.950 0.273
H 0.298 2.141 -0.218 0.175
H -1.982 1.922 -0.094 0.367
H -3.102 -0.394 0.083 0.435
H -1.574 -2.337 0.020 0.337
N 0.151 -1.307 -0.094 -0.490
```

For the energy above the lowest of the compared OMol25 structures with the same formula, charge and spin, the calculation gives 16.4 kcal per mole. As for the total energy: -7824.9350 eV. The multiplicity is 1. The calculation puts the highest occupied orbital energy at -0.3464 hartree. The calculation puts the LUMO energy at 1.020 eV. As for the SMILES: Cc1ccccn1. As for the charge: 0. The molar mass is 93.129 g/mol.